C38H30CaN9S | ωB97M-V with the def2-TZVPD basis set

Energy above the lowest of the compared OMol25 structures with the same formula, charge and spin: 156.3 kJ/mol
E: -82580.3891 eV
E_HOMO: -1.70 eV
Charge: -1

Each line ends with the Löwdin charge.
Positions of all 79 atoms, in Å:
Ca -0.037349 -0.170390 -0.085210  1.174
C 3.431751 1.507210 2.046990  -0.082
C 3.288951 1.111310 3.378890  -0.078
C 2.360251 0.150110 3.672690  -0.008
C 1.565051 -0.419890 2.645990  -0.332
N 1.700551 -0.005190 1.370790  -0.001
C 2.605851 0.925110 1.105290  -0.193
N 0.714151 -1.369690 3.070690  0.170
C -0.215349 -1.983990 2.391790  -0.310
N -0.559849 -1.925690 1.080890  -0.001
C -1.637449 -2.715790 0.873290  -0.294
N -2.357749 -2.936390 -0.194010  0.151
C -2.187149 -2.436690 -1.425910  -0.336
C -3.169249 -2.858490 -2.363710  -0.020
C -3.075249 -2.494590 -3.678310  -0.091
C -1.988849 -1.708390 -4.065610  -0.081
C -1.091649 -1.316390 -3.090010  -0.162
N -1.172249 -1.634990 -1.807910  0.066
C -2.015849 -3.377890 2.126290  -0.102
C -3.044449 -4.239290 2.459990  -0.018
C -3.178849 -4.598890 3.790590  -0.093
C -2.292149 -4.129890 4.757390  -0.090
C -1.241949 -3.292290 4.418790  -0.017
C -1.115349 -2.910890 3.094590  -0.113
H 4.153351 2.256210 1.757190  0.095
H 3.901851 1.555410 4.154090  0.100
H 2.199351 -0.199690 4.680990  0.104
H 2.676051 1.219610 0.064190  0.089
H -3.970249 -3.478390 -1.992210  0.101
H -3.816249 -2.816590 -4.401010  0.099
H -1.853649 -1.403590 -5.092810  0.090
H -0.240249 -0.716090 -3.377310  0.081
H -3.724949 -4.601390 1.703990  0.106
H -3.991849 -5.245590 4.093390  0.093
H -2.436249 -4.421490 5.789890  0.094
H -0.550549 -2.928390 5.162690  0.109
N 2.313251 0.612110 -3.930210  0.120
C 3.499051 -0.070690 -4.101110  -0.251
C 4.233051 0.098610 -5.267510  -0.033
C 5.424651 -0.587090 -5.456710  -0.102
C 5.904951 -1.427790 -4.467710  -0.105
C 5.168351 -1.617690 -3.305810  -0.110
C 3.964551 -0.964690 -3.123610  -0.433
S 2.953651 -1.286590 -1.697610  0.993
N 1.800651 -0.093790 -1.721310  -0.360
C 1.570351 0.668210 -2.749310  -0.373
C 0.487551 1.601510 -2.706010  -0.230
C 0.331151 2.641210 -3.656710  -0.029
C -0.796249 3.418210 -3.626010  -0.080
C -1.766849 3.171010 -2.647410  -0.043
C -1.494749 2.195510 -1.697810  -0.143
N -0.416949 1.441410 -1.706310  0.001
H 2.011051 1.180810 -4.702410  0.119
H 3.854851 0.760310 -6.036210  0.109
H 5.969551 -0.459590 -6.381710  0.098
H 6.841751 -1.948690 -4.604310  0.097
H 5.513051 -2.296690 -2.539810  0.104
H 1.102351 2.851110 -4.387510  0.098
H -0.936649 4.207410 -4.352610  0.101
H -2.684149 3.738410 -2.612510  0.099
H -2.172649 2.017510 -0.869210  0.108
C 0.228151 3.670410 1.417490  -0.074
C -0.874949 3.233710 2.336190  -0.245
C -1.347049 4.058810 3.324790  -0.125
C -2.362949 3.664610 4.191090  -0.169
C -2.882049 2.382610 4.062890  -0.120
C -2.448549 1.516010 3.086790  -0.244
C -2.998749 0.130510 2.978090  -0.073
C -1.424149 1.908110 2.141590  -0.424
N -1.057149 1.145610 1.174490  -0.145
H 0.468651 4.721810 1.572190  0.060
H -0.061649 3.517510 0.376290  0.046
H 1.124451 3.073410 1.593990  0.047
H -0.909349 5.044810 3.440690  0.085
H -2.735149 4.340210 4.947690  0.062
H -3.648549 2.049010 4.752090  0.086
H -3.884249 0.007910 3.600790  0.064
H -2.246649 -0.598590 3.292390  0.057
H -3.248049 -0.104590 1.940590  0.062

Cartesian forces, eV/Å:
-0.28 0.29 -1.04
-0.06 -0.07 0.04
0.06 0.08 -0.33
-0.14 -0.13 -0.15
1.06 1.01 -0.08
0.59 -0.58 1.18
0.67 0.40 0.03
-1.47 -1.32 0.11
0.90 0.48 0.66
-0.21 -1.33 0.25
-0.15 0.00 -0.61
-0.08 -0.42 1.44
-0.04 0.13 -1.09
0.15 0.08 0.10
0.13 0.10 0.00
0.04 0.04 0.03
-0.10 0.00 -0.88
-0.29 -0.40 0.55
0.32 -0.04 1.19
0.11 0.18 -0.27
-0.01 -0.09 0.24
-0.14 -0.15 -0.01
0.26 0.21 -0.20
-0.99 -0.81 -0.17
0.00 0.05 -0.07
-0.03 -0.02 0.02
-0.05 -0.03 0.01
0.02 0.08 0.01
-0.03 -0.03 0.04
0.01 0.01 0.02
0.07 0.04 -0.03
0.00 0.04 -0.03
-0.08 0.03 -0.08
-0.03 -0.05 -0.01
0.02 -0.01 0.03
0.07 0.10 0.07
-0.92 0.33 0.34
0.79 -0.59 0.03
-0.06 -0.02 0.15
0.06 -0.03 0.06
0.06 -0.02 -0.19
-0.15 0.10 0.07
-0.44 0.32 -0.10
0.64 -0.61 -0.09
-0.29 1.05 -1.02
1.46 -1.18 0.16
-1.42 1.55 -0.06
0.49 -0.55 0.25
-0.53 0.08 0.23
0.43 -0.05 -0.24
-0.91 0.59 0.10
0.88 0.17 -1.36
-0.05 -0.05 0.14
-0.01 0.07 -0.05
0.05 0.02 0.00
0.03 -0.05 0.00
0.09 -0.06 0.08
-0.01 0.03 0.01
0.03 0.04 -0.01
-0.04 -0.01 0.07
0.09 -0.06 0.13
-0.19 -0.04 0.15
0.20 0.03 -0.09
-0.11 0.12 0.12
-0.04 0.28 0.26
0.01 -0.06 -0.04
-0.09 0.00 0.08
0.09 0.10 0.00
-0.63 0.71 0.66
0.19 -0.16 -0.80
0.06 0.13 0.03
0.08 -0.02 -0.12
0.08 -0.01 -0.11
0.04 0.14 -0.03
-0.01 0.06 0.12
-0.15 -0.05 0.10
-0.08 -0.05 0.11
-0.06 -0.08 -0.02
0.01 -0.05 -0.09